The following is a DFT calculation (the ωB97M-V functional and the def2-TZVPD basis) of a structure of composition CH7NO at a distorted geometry.

```
! wB97M-V def2-TZVPD RIJCOSX def2/J DEFGRID3
* xyz 0 1
C -0.67729 -0.63030 -0.98503
H -1.42429 -0.70422 0.81064
H -0.42390 -2.03723 0.58987
H 0.13636 -0.82617 -1.69050
H -1.64929 -1.22651 -1.39521
H -1.04360 0.39442 -1.14122
H 1.75336 1.08666 1.02248
H 1.93418 2.81432 1.69662
N -0.44939 -0.97125 0.40758
O 1.84385 2.10027 0.68478
*
```

Calculated values
Largest force on an atom, eV/Å: 6.20
E_LUMO, eV: 0.76
Energy above the lowest of the compared OMol25 structures with the same formula, charge and spin, kcal/mol: 47.21
HOMO level, eV: -9.49

Results of the Mulliken charge analysis, in e, for atoms 1 through 4:
1. C -0.759
2. H 0.253
3. H 0.260
4. H 0.285